Below is a structure of composition C35H44F5FeN5O4S2SiTe2, with properties calculated with ωB97M-V/def2-TZVPD.

Summary:
- HOMO-LUMO gap (alpha / beta): 0.2054 / 0.2053 Eh
- HOMO (alpha / beta): -0.0966 / -0.0965 hartree
- Energy: -5319.890136 hartree
- Charge: -2
- ΔE to the lowest compared entry with this formula, charge and spin: 0.0 kJ/mol
- Multiplicity: 5
- LUMO (alpha / beta): 2.961 / 2.961 eV

Cartesian coordinates (Å):
Te -7.733092 -10.619680 5.495266
Te -10.321316 -16.221475 11.826407
Fe -9.053559 -13.119833 7.971121
S -13.199944 -11.036918 7.190613
S -7.037513 -19.709249 9.573308
Si -5.921557 -12.713371 8.854769
F -5.901709 -10.381016 5.850407
F -8.105390 -9.506976 6.858913
F -7.519667 -8.881199 4.591806
F -9.600570 -10.580415 4.786882
F -7.053342 -11.646448 4.053239
O -7.888275 -12.321628 6.400934
O -9.605065 -15.326966 8.075154
O -10.167862 -13.530963 10.289721
O -7.433415 -13.236084 9.003905
N -11.742182 -14.754719 11.417215
N -11.650202 -17.422784 4.281800
N -10.793798 -12.415779 7.532566
N -11.763560 -15.884393 7.954992
N -8.118938 -18.441061 6.522494
C -11.821462 -11.814417 7.454631
C -6.158740 -18.194854 9.630232
C -5.796475 -10.840400 8.682775
C -13.671523 -17.037419 12.126219
C -8.536117 -14.385763 13.558978
C -7.628491 -14.553532 12.363178
C -9.154286 -18.451630 14.006237
C -10.220339 -16.968563 6.366913
C -12.552862 -20.227292 13.769303
C -13.283289 -19.263141 13.074595
C -8.057121 -13.656545 14.678525
C -4.883954 -13.539148 7.453075
C -13.237684 -9.981901 11.877274
C -10.627310 -18.684405 13.652316
C -10.142286 -14.112681 15.814005
C -12.020114 -15.441456 14.748551
C -8.888677 -13.494187 15.785057
C -13.756999 -11.212913 12.316439
C -8.361762 -12.912614 17.049983
C -10.616861 -14.930423 14.718051
C -4.835390 -13.365597 10.256811
C -6.413766 -20.631806 8.114014
C -9.786027 -15.078809 13.610870
C -13.071866 -12.394432 12.018094
C -11.863694 -12.352047 11.298105
C -11.394387 -17.768227 12.959682
C -10.471382 -16.017864 7.503402
C -12.735661 -18.016759 12.755338
C -11.014949 -17.260126 5.256679
C -13.236247 -21.455183 14.246263
C -11.276603 -13.631656 10.904046
C -11.217839 -19.919042 14.018096
C -12.106368 -9.972373 11.158689
C -11.357601 -11.132526 10.910587
C -9.093014 -17.801000 6.449403
H -4.877745 -12.746021 11.113247
H -7.158593 -15.528803 12.275540
H -6.737043 -21.652998 8.241593
H -12.598542 -14.925896 15.537755
H -5.956140 -10.437903 9.751753
H -10.382297 -11.121192 10.457702
H -14.329508 -19.438912 12.842610
H -9.153737 -12.950917 17.801910
H -6.563866 -10.443918 7.973085
H -7.434138 -13.412908 17.388784
H -12.573288 -15.115210 13.912125
H -8.971300 -17.537654 14.519641
H -13.523017 -13.323443 12.447641
H -5.336273 -20.475332 8.071796
H -3.937463 -13.988926 7.790376
H -12.510866 -22.212664 14.567898
H -12.516294 -16.612223 7.718488
H -14.671621 -11.217795 12.906244
H -3.784346 -13.304680 9.966656
H -5.364254 -18.182651 10.375698
H -13.858032 -21.287672 15.135082
H -7.091555 -13.166229 14.665809
H -5.622780 -17.873135 8.756693
H -10.828511 -13.964294 16.641613
H -13.917058 -21.856278 13.489977
H -13.438543 -16.765157 11.103616
H -10.520982 -20.650988 14.437947
H -6.830038 -17.384621 9.915321
H -8.136190 -11.842897 16.883460
H -14.656187 -17.458350 12.188730
H -4.782474 -10.572122 8.316016
H -6.839409 -13.798734 12.375311
H -4.673148 -12.877560 6.625772
H -8.533501 -18.556255 13.100098
H -5.138718 -14.379719 10.452908
H -8.189138 -14.448574 11.419781
H -11.804918 -15.461211 8.890354
H -13.667021 -16.110681 12.687014
H -8.763352 -19.254792 14.694180
H -5.577720 -14.353574 7.163098
H -13.758691 -9.032303 12.046817
H -11.800679 -9.037869 10.734234
H -6.914237 -20.176307 7.247322
H -12.200717 -16.507561 14.823842

Cartesian forces, eV/Å:
Te -0.80 -4.01 -1.64
Te -0.85 2.19 0.74
Fe 1.05 -0.61 0.67
S -0.59 0.35 0.18
S -0.66 -1.34 0.12
Si 0.76 -0.49 -0.98
F -0.23 0.18 -0.08
F -0.90 1.23 1.78
F -0.30 -2.06 0.19
F 2.49 0.18 0.73
F -0.57 1.10 -0.45
O 0.03 3.37 -1.33
O -0.03 -0.81 -0.56
O -0.91 -0.44 0.52
O 0.02 0.03 0.12
N -1.26 -2.09 1.15
N 0.79 -0.04 1.42
N -2.73 1.58 -0.01
N -1.43 -1.51 0.10
N -0.98 0.34 -0.12
C 2.48 -1.54 -0.33
C 0.99 1.27 0.65
C -0.23 0.35 1.16
C 0.13 0.26 0.21
C 0.55 -0.75 0.45
C -0.38 0.45 -0.43
C 0.01 -2.10 -0.26
C 0.39 0.11 1.25
C 0.28 1.01 -0.37
C 0.33 0.41 0.78
C -1.60 -0.44 -0.98
C -0.96 -0.41 0.39
C -2.03 -0.43 0.79
C 0.72 -1.02 0.44
C -0.28 -0.82 -1.90
C -0.79 0.57 1.56
C -0.22 -1.54 0.22
C 0.49 0.13 0.12
C 0.12 1.19 0.09
C 0.48 1.05 0.79
C 0.20 0.70 -0.52
C -0.41 1.61 0.07
C 1.32 0.61 -0.08
C -1.23 0.50 1.02
C -2.65 -0.22 0.53
C 0.41 0.76 -0.71
C -0.29 -0.15 -0.85
C -1.01 -0.76 -1.07
C -1.70 0.52 -1.35
C 0.01 -0.86 0.45
C 4.96 -0.19 -0.71
C 0.61 0.30 0.09
C 1.99 -0.14 -0.95
C -0.20 0.20 0.07
C 1.61 0.13 0.24
H -0.41 0.43 1.44
H 0.14 -0.31 0.42
H 0.24 -0.34 0.09
H 0.50 -0.41 0.20
H 0.18 -0.17 -1.61
H 0.02 0.13 -0.49
H 0.05 -0.01 0.06
H 0.36 -0.08 0.20
H 0.92 -0.30 1.24
H -0.58 0.19 -0.08
H -0.17 0.35 -1.50
H 0.05 0.97 0.09
H 0.77 0.66 -0.86
H -0.02 -0.47 -0.12
H -0.33 0.16 0.05
H -0.15 -0.02 -0.33
H 1.95 1.63 0.43
H 0.12 -0.18 -0.12
H -0.04 -0.31 -0.22
H 0.00 -0.35 0.38
H 0.11 0.33 -0.13
H 0.06 -0.14 -0.19
H -0.32 -0.11 -0.95
H 0.18 -0.04 0.08
H 0.24 -0.10 0.00
H 0.11 -0.04 -0.20
H -0.48 0.12 0.21
H -0.19 -0.03 -0.25
H 0.12 -0.35 0.23
H -0.62 -0.06 -0.23
H -0.60 0.03 0.29
H -0.11 -0.11 -0.16
H -0.16 0.05 -0.46
H -0.09 0.40 0.24
H 0.05 -0.48 0.27
H 0.20 0.43 0.11
H -0.25 0.04 -0.77
H -0.05 0.18 -0.06
H -0.63 0.62 -0.66
H 0.52 0.24 -0.41
H 0.03 -0.49 0.04
H 0.52 0.34 -0.08
H 0.34 -0.24 0.14
H 0.40 -0.08 0.29

Below is a structure of composition C29H50BKN6O2S3Si4, with properties calculated with ωB97M-V/def2-TZVPD.

Summary:
- HOMO-LUMO gap: 0.2066 Eh
- HOMO: -0.0644 hartree
- Energy: -4591.654446 hartree
- Charge: -2
- LUMO: 3.870 eV

Cartesian coordinates (Å):
K -0.280836 1.584527 1.147118
S -0.969410 5.013577 4.213841
S 2.616569 2.154962 -0.422453
S -3.645868 2.042373 1.636065
Si 0.425634 -3.821270 1.076900
Si -0.787470 -2.296469 -1.991371
Si -3.143724 -3.305674 0.697135
Si -1.104900 -2.218330 0.328591
O 1.501777 2.779862 -1.107086
O 3.623721 3.062429 0.103032
N -1.659818 5.541126 1.607961
N 0.481141 5.722703 2.049766
N -3.737209 4.549847 0.508665
N 1.639338 0.258563 2.669758
N 1.987600 1.168594 0.618479
N -4.313605 2.899296 -0.819116
C -4.519521 1.554091 -1.291301
C -3.867064 3.202734 0.441569
C 3.417277 -0.363068 4.148706
C 0.526869 -5.603261 0.351856
C 5.420311 0.117090 -2.542942
C -4.534199 -2.402322 -0.255286
C -4.433149 4.067046 -1.547469
C 0.313207 6.046747 0.718201
C 0.195705 -4.131544 2.950080
C 3.333237 -0.114643 -3.690257
C 2.199109 -3.135821 0.946934
C -3.609928 -3.060580 2.533595
C -1.214139 -0.555550 -2.662882
C 2.710299 0.666264 -2.733039
C 3.448652 1.176830 -1.676198
C 4.803642 0.909292 -1.584925
C -0.739413 5.402618 2.591790
C 2.533419 0.728038 1.778914
C 4.347793 0.163783 3.254599
C -1.004367 5.937156 0.457995
C 5.341641 -1.267324 -4.657491
C 1.737525 5.683199 2.755637
C 3.917092 0.714082 2.070866
C -3.526688 -5.176312 0.429859
C 2.082452 -0.276925 3.800714
C 1.033121 -2.572765 -2.501821
C 4.692722 -0.404324 -3.606689
C -4.080563 5.072320 -0.718206
C -1.712331 -3.432421 -3.246763
B -3.214934 5.404183 1.715714
H 5.226379 -0.818878 -5.646163
H -5.157090 1.013887 -0.592511
H -4.079341 6.134163 -0.892346
H -4.291727 -2.338679 -1.320453
H 5.368740 1.342091 -0.769445
H -4.986610 1.587370 -2.274795
H 2.509321 -3.052325 -0.097509
H 2.218209 -2.127361 1.368208
H 1.312627 -0.653849 4.467594
H 2.748479 -0.520456 -4.507571
H -1.511552 -4.485842 -3.030970
H 0.783484 -5.566368 -0.711202
H -3.505819 4.873343 2.739520
H -1.540664 6.121615 -0.455100
H -4.573951 -3.498403 2.808480
H 6.405069 -1.397532 -4.457700
H -4.607255 -1.379698 0.125484
H -3.324345 -5.472615 -0.603504
H 5.406223 0.138666 3.489232
H 2.949448 -3.733075 1.472902
H 2.061158 6.695066 3.018694
H -2.875028 -5.777805 1.071105
H -2.285252 -0.371072 -2.536438
H 1.350594 -3.587015 -2.242591
H 4.868750 -2.250841 -4.681386
H -0.454742 -6.080668 0.425042
H 0.114739 -3.167791 3.460307
H -4.765254 4.080014 -2.570645
H 1.020575 -4.684463 3.407488
H -0.977284 -0.413864 -3.722010
H -0.681824 0.209316 -2.090302
H -3.697863 6.510380 1.576493
H 1.252766 -6.252631 0.849782
H -0.728351 -4.683684 3.143926
H -2.792660 -3.284038 -3.153982
H 6.478758 -0.103036 -2.457785
H 1.584983 5.119710 3.673314
H -2.845913 -3.505307 3.177427
H 2.496369 5.198751 2.147511
H 4.609188 1.143779 1.362984
H 1.674985 -1.880434 -1.951679
H -3.644925 -1.992884 2.762885
H 1.654147 0.896405 -2.790667
H -3.571079 1.017556 -1.349095
H 1.220937 -2.426579 -3.568823
H -1.435810 -3.243598 -4.287492
H 3.727180 -0.819396 5.078805
H -5.517425 -2.870867 -0.161267
H -4.561150 -5.443587 0.661558
H 1.139090 6.317795 0.085645

Cartesian forces, eV/Å:
K -1.92 0.17 0.35
S -0.03 -0.15 0.29
S 0.14 0.24 0.02
S 0.33 -0.25 0.22
Si 0.55 -0.46 0.33
Si 0.15 0.08 -0.94
Si -0.80 -0.10 0.25
Si 0.00 -0.23 -0.06
O -0.08 -0.08 -0.11
O 0.06 -0.24 0.07
N 0.29 -0.17 -0.10
N -0.22 -0.28 -0.20
N 0.18 -0.08 -0.21
N 0.08 0.03 -0.17
N 1.08 0.08 -0.74
N 0.25 0.36 0.13
C -0.03 -0.16 0.03
C -0.34 -0.02 -0.13
C 0.08 -0.02 0.00
C -0.30 0.29 -0.18
C -0.05 -0.03 -0.04
C 0.27 0.08 -0.07
C -0.06 0.01 -0.05
C 0.02 0.10 -0.07
C -0.22 0.19 -0.12
C -0.01 0.04 0.03
C -0.14 0.13 -0.13
C 0.21 0.05 -0.07
C 0.00 -0.08 0.15
C -0.07 0.02 -0.01
C -0.13 0.06 0.19
C 0.02 0.09 0.14
C 0.01 0.28 0.16
C 0.67 -0.17 0.30
C -0.10 0.00 0.01
C -0.02 0.10 0.01
C -0.08 0.05 0.10
C 0.00 0.10 0.09
C -0.04 -0.02 0.01
C 0.53 0.17 -0.17
C 0.00 -0.02 0.13
C -0.02 0.02 0.40
C 0.02 0.00 -0.03
C -0.12 0.10 -0.08
C -0.18 -0.08 0.59
B -0.13 -0.03 0.06
H 0.03 -0.03 -0.03
H 0.00 0.00 -0.02
H 0.04 0.00 0.03
H -0.04 0.01 -0.03
H 0.03 -0.03 -0.03
H 0.02 0.05 -0.01
H 0.02 0.01 0.00
H 0.03 0.02 0.00
H 0.02 0.00 0.01
H 0.00 0.00 -0.02
H -0.01 -0.02 0.00
H 0.00 -0.01 -0.01
H -0.05 0.04 0.07
H 0.02 -0.06 -0.05
H -0.04 -0.05 -0.12
H 0.01 -0.02 -0.02
H 0.02 0.03 -0.01
H 0.00 -0.02 -0.01
H 0.00 0.00 -0.02
H -0.09 -0.12 0.05
H 0.01 -0.04 0.00
H 0.00 -0.03 -0.01
H 0.01 0.02 0.01
H 0.02 -0.01 0.00
H 0.04 -0.03 -0.03
H 0.00 -0.02 -0.01
H -0.02 -0.01 0.04
H 0.01 -0.04 0.00
H 0.08 -0.04 -0.13
H 0.04 -0.10 -0.03
H -0.02 0.03 0.00
H -0.07 0.11 -0.05
H 0.07 0.14 0.11
H -0.01 0.00 0.02
H -0.02 -0.05 -0.04
H 0.01 0.02 -0.02
H -0.02 0.01 0.00
H 0.00 0.01 0.04
H 0.06 -0.05 -0.14
H 0.02 -0.01 0.02
H 0.07 -0.03 -0.02
H 0.02 0.01 0.00
H 0.00 -0.05 -0.04
H -0.04 0.01 0.00
H -0.17 0.04 -0.06
H 0.12 0.15 0.04
H -0.06 0.00 0.02
H 0.02 -0.10 0.08
H -0.05 0.18 0.06
H 0.03 -0.09 -0.02

Below is a structure of composition C3Br5O2, with properties calculated with ωB97M-V/def2-TZVPD.

Summary:
- HOMO-LUMO gap: 0.1960 Eh
- HOMO: -0.1325 hartree
- Energy: -13134.873882 hartree
- Charge: -1
- ΔE to the lowest compared entry with this formula, charge and spin: 0.0 kJ/mol
- LUMO: 1.728 eV

Cartesian coordinates (Å):
Br 3.422439 1.938481 -0.426940
Br 3.523712 -2.853385 -0.266332
Br 5.696867 -0.733564 0.202635
Br 2.246498 -0.090083 1.716130
Br 1.248250 -0.154610 -1.346852
O -6.853197 1.175431 1.211162
O -8.419752 0.739179 -0.432566
C -7.606815 0.993001 0.335354
C 2.659747 0.107627 -0.156315
C 4.082251 -1.122073 -0.836276

Cartesian forces, eV/Å:
Br -0.35 -0.59 0.06
Br -0.63 -1.02 0.44
Br 0.27 0.31 0.46
Br -0.32 -0.04 0.01
Br -0.91 -0.17 -0.32
O -0.40 0.13 -1.09
O -0.66 0.00 -1.22
C 1.06 -0.14 2.31
C 3.56 -0.92 -0.37
C -1.63 2.42 -0.28

Below is the molecule C4H8O2Si, with properties calculated with ωB97M-V/def2-TZVPD.

Summary:
- HOMO-LUMO gap (alpha / beta): 0.2472 / 0.2473 Eh
- HOMO (alpha / beta): -0.2725 / -0.2725 hartree
- Energy: -597.078129 hartree
- Charge: 0
- ΔE to the lowest compared entry with this formula, charge and spin: 283.2 kJ/mol
- LUMO (alpha / beta): -0.687 / -0.686 eV

Cartesian coordinates (Å):
Si 2.350632 1.017970 -0.330653
O 0.702466 1.232412 0.100139
O 2.706764 -0.901887 -0.516920
C 2.993147 -0.411550 0.756547
C -0.440716 -0.722992 -0.527571
C -1.609365 1.574066 0.057798
C -0.427730 0.691902 -0.085957
H -2.200231 1.799417 -0.771781
H 2.545361 -0.958254 1.622561
H -2.136911 1.266427 0.839601
H -1.209253 -1.283313 0.173519
H -1.112589 2.544251 0.455742
H 0.562168 -1.267203 -0.425244
H -0.972241 -0.911254 -1.551008
H 4.027394 -0.291211 0.865842

Cartesian forces, eV/Å:
Si 2.96 -2.04 -0.81
O -2.99 -0.56 0.76
O -1.36 1.70 -0.56
C -1.16 0.06 0.66
C -1.90 -2.52 0.43
C 4.52 3.12 0.07
C 1.53 -0.24 -1.39
H -0.79 -0.09 -1.54
H 0.05 0.53 -0.59
H -2.80 -1.61 3.15
H 1.39 1.03 -1.07
H -1.10 -1.24 -0.92
H -1.26 1.10 -0.47
H 1.19 0.71 1.57
H 1.72 0.04 0.72